(1)
The following is a DFT calculation (ωB97M-V/def2-TZVPD) of a gas-phase ion, C4H10NO (charge +1) in a non-equilibrium geometry.

Geometry as ORCA input:
```
! RIJCOSX wB97M-V def2-TZVPD def2/J DEFGRID3
* xyz 1 1
C -1.6508 0.5363 0.2427
C -0.0830 0.3840 0.1197
C 0.6932 1.4987 -0.3408
C 1.7097 -1.4658 0.0988
N 0.3028 -0.8319 0.1706
O -2.4156 -0.6260 0.1918
H -1.7642 0.9493 1.2328
H -2.1255 1.2254 -0.4738
H 1.6935 1.3716 -0.2373
H 0.2870 2.3379 0.2354
H 0.3772 1.6800 -1.4177
H 2.3031 -1.4341 1.0427
H 1.6715 -2.5678 -0.2600
H 2.1661 -0.8253 -0.5725
H -2.8426 -0.7061 -0.6183
H -0.3225 -1.5262 0.5859
*
```

Computed properties:
* structure (SMILES): C/[NH+]=C(\C)CO
* E_tot: -288.11427 hartree
* E_HOMO: -15.57 eV
* orbital gap: 11.3 eV

Here are the Mulliken charges for atoms 1 to 2, given in e:
1. C -0.482
2. C 0.805

***

(2)
The following is a DFT calculation (ωB97M-V/def2-TZVPD) of a gas-phase ion, C4H10NO (charge +1) in a non-equilibrium geometry.

Geometry as ORCA input:
```
! RIJCOSX wB97M-V def2-TZVPD def2/J DEFGRID3
* xyz 1 1
C 1.3092 1.5764 -2.6604
C 0.5216 1.1539 -1.7450
C -1.1433 -1.3983 1.4920
C 0.1538 0.4477 0.7734
N -0.3037 -0.9080 0.4553
O 1.1668 0.5799 -0.6461
H 0.8653 1.9140 -3.6332
H 2.4159 1.6640 -2.4739
H -0.5303 0.9698 -1.5890
H -2.1998 -1.0009 1.5040
H -1.3185 -2.4886 1.5377
H -0.7459 -1.1676 2.4407
H -0.5356 1.3102 0.7208
H 0.8147 0.3307 1.6444
H -0.7822 -0.9894 -0.4307
H 0.5656 -1.4035 0.2333
*
```

Computed properties:
* structure (SMILES): C=COC[NH2+]C
* E_tot: -288.02783 hartree
* E_HOMO: -13.16 eV
* orbital gap: 9.5 eV

Here are the Mulliken charges for atoms 1 to 2, given in e:
1. C -0.790
2. C 0.261

***

(3)
The following is a DFT calculation (ωB97M-V/def2-TZVPD) of 2 unconnected molecules or ions with the total composition C4H10NO in a non-equilibrium geometry.

Geometry as ORCA input:
```
! RIJCOSX wB97M-V def2-TZVPD def2/J DEFGRID3
* xyz 1 1
C 0.0172 -1.1733 1.7863
C 0.2243 -0.8605 0.3254
C 0.0350 -1.6498 -0.7156
C 0.4130 1.5340 0.9383
N 0.4483 0.5589 0.1198
H -1.0248 -1.1536 2.1113
H 0.6616 -0.4967 2.3110
H 0.3692 -2.1838 1.9669
H 0.2534 -1.3559 -1.7361
H -0.3236 -2.6496 -0.5206
H 0.3359 2.4998 0.4484
H 0.5074 1.6110 2.0271
H 0.6148 0.7592 -0.8739
H -0.7051 2.2175 -2.4686
H -1.2288 1.0932 -3.2177
O -0.5978 1.2497 -2.5019
*
```

Computed properties:
* E_tot: -288.10422 hartree
* E_HOMO: -14.49 eV
* orbital gap: 9.3 eV

Here are the Mulliken charges for atoms 1 to 2, given in e:
1. C -1.240
2. C 0.805

***

(4)
The following is a DFT calculation (ωB97M-V/def2-TZVPD) of 2 unconnected molecules or ions with the total composition C4H10NO in a non-equilibrium geometry.

Geometry as ORCA input:
```
! RIJCOSX wB97M-V def2-TZVPD def2/J DEFGRID3
* xyz 1 1
C -1.1542 -0.0827 1.4365
C -0.2857 0.8884 0.6781
C -0.6856 2.0427 0.1738
C 1.6329 -0.6201 0.6780
N 0.9573 0.3285 0.1515
H -1.8754 -0.4657 0.7179
H -1.7896 0.4518 2.1476
H -0.6210 -0.8830 1.9333
H -0.0625 2.6128 -0.4997
H -1.6300 2.4346 0.5205
H 2.1927 -1.2709 0.0317
H 1.6378 -0.6966 1.7572
H 1.0599 0.3467 -0.8654
H 0.9027 -1.6901 -3.2520
H -0.5306 -1.7538 -3.0842
O 0.2513 -1.6425 -2.5248
*
```

Computed properties:
* E_tot: -288.09854 hartree
* E_HOMO: -14.49 eV
* orbital gap: 9.2 eV

Here are the Mulliken charges for atoms 1 to 2, given in e:
1. C -1.132
2. C 0.562

***

(5)
The following is a DFT calculation (ωB97M-V/def2-TZVPD) of a gas-phase ion, C4H10NO (charge +1) in a non-equilibrium geometry.

Geometry as ORCA input:
```
! RIJCOSX wB97M-V def2-TZVPD def2/J DEFGRID3
* xyz 1 1
C 1.2857 -0.6814 -0.1057
C -0.0773 -0.0014 0.0969
C 0.0285 1.5001 -0.1359
C -1.0973 -0.6512 -0.8345
N -0.4972 -0.2417 1.4798
O 2.3479 -0.0090 -0.0306
H 1.3030 -1.7737 -0.1516
H 0.7231 1.9603 0.5616
H -0.9499 1.9461 0.0098
H 0.3599 1.7126 -1.1481
H -2.0465 -0.1369 -0.7148
H -1.2370 -1.7025 -0.5915
H -0.7899 -0.5674 -1.8724
H -0.7341 -1.1947 1.7147
H 0.0380 0.2327 2.1930
H 3.2094 -0.4725 -0.0231
*
```

Computed properties:
* E_tot: -288.10542 hartree
* E_HOMO: -14.61 eV
* orbital gap: 8.8 eV

Here are the Mulliken charges for atoms 1 to 2, given in e:
1. C -0.204
2. C 1.277

***

(6)
The following is a DFT calculation (ωB97M-V/def2-TZVPD) of 2 unconnected molecules or ions with the total composition C4H10NO in a non-equilibrium geometry.

Geometry as ORCA input:
```
! RIJCOSX wB97M-V def2-TZVPD def2/J DEFGRID3
* xyz 1 1
C 0.1672 0.3500 0.9836
C -0.7007 0.7062 -0.2065
C -1.1397 1.9196 -0.5620
C -1.3639 -1.6523 -0.9346
N -1.2415 -0.3301 -1.1091
H 0.9145 -0.3682 0.6311
H 0.7270 1.2464 1.3993
H -0.4278 -0.1741 1.7412
H -1.3646 2.0787 -1.6347
H -0.9427 2.7200 0.1264
H -1.6884 -2.3932 -1.6471
H -0.9203 -1.8887 0.1494
H -1.8213 0.0144 -1.8578
H 3.2061 -0.4164 0.1903
H 3.5987 -1.1958 1.6085
O 2.9972 -0.6162 1.1218
*
```

Computed properties:
* E_tot: -288.07046 hartree
* E_HOMO: -14.38 eV
* orbital gap: 8.8 eV

Here are the Mulliken charges for atoms 1 to 2, given in e:
1. C -1.409
2. C 0.894

***

(7)
The following is a DFT calculation (ωB97M-V/def2-TZVPD) of a molecular structure, C4H10NO in a non-equilibrium geometry.

Geometry as ORCA input:
```
! RIJCOSX wB97M-V def2-TZVPD def2/J DEFGRID3
* xyz 1 1
C 1.0236 2.2279 -0.3787
C 1.1184 0.9455 -1.1677
C -1.1158 -1.5591 1.0525
C 0.0269 0.2908 -1.6054
N -1.3116 -2.1948 2.1323
O -0.0372 -1.6216 0.3339
H 1.5796 2.8994 -1.0759
H 1.7344 1.9959 0.3580
H 2.1413 0.5827 -1.3327
H -2.0028 -0.8960 0.8830
H -0.0144 -0.3615 -2.4152
H -0.8507 0.7514 -1.2127
H 0.1759 -0.8515 -0.7716
H -2.1355 -2.1994 2.6574
H -0.5235 -2.7521 2.6285
H 0.1914 2.7424 -0.0855
*
```

Computed properties:
* E_tot: -288.06866 hartree
* E_HOMO: -14.67 eV
* orbital gap: 10.8 eV

Here are the Mulliken charges for atoms 1 to 2, given in e:
1. C -1.169
2. C 0.161

***

(8)
The following is a DFT calculation (ωB97M-V/def2-TZVPD) of a gas-phase ion, C4H10NO (charge +2) in a non-equilibrium geometry.

Geometry as ORCA input:
```
! RIJCOSX wB97M-V def2-TZVPD def2/J DEFGRID3
* xyz 2 2
O -1.0077 -1.7349 -0.6736
C -0.1102 -1.3096 0.0022
C -0.1857 0.1411 0.5485
C 0.7392 1.0323 -0.2732
C 2.2323 0.7432 -0.1184
N -1.6132 0.6625 0.3491
H 0.6584 -2.0599 0.2426
H 0.0627 0.1050 1.6030
H 0.4766 0.9665 -1.3332
H 0.5925 2.0835 0.0263
H 2.5660 0.0802 -0.9165
H 2.5552 0.4012 0.8733
H 2.8392 1.6467 -0.1324
H -2.0885 0.6749 1.2648
H -1.5999 1.6618 0.0990
H -2.1954 0.2318 -0.3759
*
```

Computed properties:
* <S²>: 0.758
* E_tot: -287.58027 hartree
* E_HOMO (spin up / spin down): -20.89 / -20.84 eV
* orbital gap (spin up / spin down): 9.8 / 5.9 eV

Here are the Mulliken charges for atoms 1 to 2, given in e:
1. O -0.020
2. C 0.130

***

(9)
The following is a DFT calculation (ωB97M-V/def2-TZVPD) of a gas-phase ion, C4H10NO2 (charge -1) in a non-equilibrium geometry.

Geometry as ORCA input:
```
! RIJCOSX wB97M-V def2-TZVPD def2/J DEFGRID3
* xyz -1 1
C -1.0330 1.2164 1.0427
O -0.4485 2.1959 1.8484
C -0.1448 0.4512 0.0525
C -0.4924 -0.9664 -0.3639
C 0.4939 -1.5701 -1.4368
O 1.7988 -1.3985 -1.2161
N 1.2434 0.6160 0.5270
H -1.7101 0.5387 1.5805
H -1.7579 1.7047 0.3639
H 0.4681 2.2299 1.5108
H -0.1645 0.9833 -0.8921
H -0.2972 -1.6232 0.4963
H -1.5301 -0.9735 -0.7207
H 0.1438 -2.6363 -1.4531
H 0.1756 -1.1699 -2.4477
H 1.8473 0.3455 -0.2459
H 1.4076 0.0566 1.3542
*
```

Computed properties:
* structure (SMILES): N[C@H](CO)CC[O-]
* E_tot: -363.61895 hartree
* E_HOMO: -2.71 eV
* orbital gap: 6.6 eV

Here are the Mulliken charges for atoms 1 to 2, given in e:
1. C -0.702
2. O -0.569

***

(10)
The following is a DFT calculation (ωB97M-V/def2-TZVPD) of 2 unconnected molecules or ions with the total composition C4H10NO2 in a non-equilibrium geometry.

Geometry as ORCA input:
```
! RIJCOSX wB97M-V def2-TZVPD def2/J DEFGRID3
* xyz -1 1
C -0.0151 -0.9523 1.7608
N 0.4071 0.2236 1.2035
C 1.7782 0.6708 1.3795
O 0.6337 -1.6107 2.5390
H -1.0175 -1.2840 1.4333
H -0.0265 0.4932 0.2773
H 2.0402 0.2719 2.3652
H 1.8799 1.7647 1.3374
H 2.5017 0.2595 0.6401
C -1.0324 0.9665 -2.2621
O -0.6443 0.8647 -0.9631
C -1.1147 -0.3812 -2.9700
H -0.2832 1.6653 -2.7918
H -2.0182 1.5021 -2.3744
H -1.6445 -0.2434 -3.9274
H -1.7578 -1.0189 -2.3337
H -0.1357 -0.8300 -3.1062
*
```

Computed properties:
* E_tot: -363.65389 hartree
* E_HOMO: -3.38 eV
* orbital gap: 7.5 eV

Here are the Mulliken charges for atoms 1 to 2, given in e:
1. C 0.000
2. N -0.237

***

(11)
The following is a DFT calculation (ωB97M-V/def2-TZVPD) of 2 unconnected molecules or ions with the total composition C4H10NO2 in a non-equilibrium geometry.

Geometry as ORCA input:
```
! RIJCOSX wB97M-V def2-TZVPD def2/J DEFGRID3
* xyz -1 1
C -1.4883 -0.7618 0.6800
O -2.2933 0.2043 1.0580
C 0.1111 -0.3620 0.5751
C 0.3378 0.9418 -0.1620
C -0.7066 1.4376 -1.1240
O 2.9661 0.0226 -0.7251
N 0.7429 -1.4317 -0.1844
H -1.6770 -1.2070 -0.3210
H -1.4794 -1.6136 1.3985
H 0.5564 -0.3202 1.5702
H 1.3253 0.6742 -0.6610
H -1.6721 1.2927 -0.6239
H -0.5091 2.4696 -1.4172
H -0.6898 0.7829 -1.9974
H 0.7046 1.7174 0.5180
H 1.3235 -1.9934 0.4330
H 1.4589 -0.9105 -0.7210
*
```

Computed properties:
* E_tot: -363.40170 hartree
* E_HOMO: -3.28 eV
* orbital gap: 4.4 eV

Here are the Mulliken charges for atoms 1 to 2, given in e:
1. C -0.759
2. O -0.775

***

(12)
The following is a DFT calculation (ωB97M-V/def2-TZVPD) of a gas-phase ion, C4H10NO2 (charge +1).

Geometry as ORCA input:
```
! RIJCOSX wB97M-V def2-TZVPD def2/J DEFGRID3
* xyz 1 1
C 0.7896 -0.3075 1.3261
C 0.5331 0.2066 -0.0727
C -0.7478 -0.3072 -0.7065
C -2.0301 0.3143 -0.1529
O -1.8137 1.2557 0.7887
O -3.1051 0.0044 -0.5568
N 1.6977 -0.2390 -0.9449
H 1.7434 0.0462 1.7162
H -0.0033 0.0503 1.9736
H 0.7578 -1.3969 1.3415
H 0.5403 1.3036 -0.1152
H -0.8135 -0.1153 -1.7793
H -0.8713 -1.3757 -0.5320
H -2.6847 1.5804 1.0697
H 1.7107 0.2137 -1.8625
H 2.5708 0.0240 -0.4783
H 1.7262 -1.2577 -1.0148
*
```

Computed properties:
* structure (SMILES): C[C@@H]([NH3+])CC(=O)O
* E_tot: -363.42023 hartree
* E_HOMO: -14.41 eV
* orbital gap: 10.6 eV

Here are the Mulliken charges for atoms 1 to 2, given in e:
1. C -1.355
2. C 0.057

***

(13)
The following is a DFT calculation (ωB97M-V/def2-TZVPD) of 2 unconnected molecules or ions with the total composition C4H10NO2 in a non-equilibrium geometry.

Geometry as ORCA input:
```
! RIJCOSX wB97M-V def2-TZVPD def2/J DEFGRID3
* xyz 2 2
C -2.1991 0.3143 0.3046
C -1.5202 -0.8234 0.6002
O -0.6240 -1.0770 1.5998
H -2.8105 0.3463 -0.5726
H -2.2757 1.1584 1.0085
H -1.5582 -1.7229 -0.0120
H -0.7664 -2.0031 1.8813
O 1.3897 -1.2010 -1.6184
C 1.5642 -0.9531 -0.4408
C 1.4512 0.4720 0.0819
N 0.6788 1.2710 -0.9107
H 1.8517 -1.6638 0.3513
H 0.9685 0.5577 1.0450
H 2.4426 0.9320 0.1452
H 0.8503 2.3214 -0.8156
H 0.9108 0.9509 -1.8737
H -0.3536 1.1202 -0.7739
*
```

Computed properties:
* <S²>: 0.758
* E_tot: -362.84158 hartree
* E_HOMO (spin up / spin down): -18.98 / -18.98 eV
* orbital gap (spin up / spin down): 9.5 / 5.2 eV

Here are the Mulliken charges for atoms 1 to 2, given in e:
1. C -0.820
2. C 0.461

***

(14)
The following is a DFT calculation (ωB97M-V/def2-TZVPD) of a single C4H10NO2P molecule in a non-equilibrium geometry.

Geometry as ORCA input:
```
! RIJCOSX wB97M-V def2-TZVPD def2/J DEFGRID3
* xyz 0 3
C -0.0540 1.3636 0.3005
C -0.1799 -0.1272 0.1715
C -1.4786 -0.4759 0.9307
C -0.5733 -0.2677 -1.3607
N 3.5113 -0.8553 -0.4816
O 2.1608 1.3288 -0.2803
O 0.9909 -0.8476 0.5464
P 2.4672 -0.0177 0.3785
H -0.2173 2.0570 -0.5434
H -0.0455 1.7810 1.3316
H -1.7139 -1.5608 0.8197
H -2.2457 0.1355 0.7163
H -1.2835 -0.5082 2.0659
H 0.1646 -1.0396 -1.7683
H -0.4084 0.6644 -1.8317
H -1.5676 -0.6329 -1.5272
H 4.0414 -0.1471 -0.9985
H 2.7992 0.1084 1.7930
*
```

Computed properties:
* <S²>: 2.009
* E_tot: -704.84710 hartree
* E_HOMO (spin up / spin down): -7.08 / -10.34 eV
* orbital gap (spin up / spin down): 8.1 / 7.0 eV

Here are the Mulliken charges for atoms 1 to 2, given in e:
1. C -1.110
2. C 1.790